*i*
An isolated molecule of C5H12N2, computed with the ωB97M-V functional and the def2-TZVPD basis.

Structure (SMILES)   CN/C=C/CCN
Highest occupied orbital energy   -0.2788 Eh
HOMO-LUMO gap   8.804 eV

Structure (ORCA input):
```
! RIJCOSX wB97M-V def2-TZVPD def2/J DEFGRID3
* xyz 0 1
C -1.4721 -0.5170 2.8667
N -1.5420 0.1594 1.5921
C -0.3636 0.2575 0.8550
C -0.1325 1.0107 -0.2116
C 1.1204 0.9343 -1.0252
C 0.9647 -0.0012 -2.2401
N 0.7614 -1.3943 -1.9156
H -0.9224 -1.4470 2.7300
H -0.9537 0.0321 3.6637
H -2.4715 -0.7101 3.2348
H -2.0564 1.0245 1.5881
H 0.4092 -0.4574 1.1352
H -0.8899 1.7070 -0.5296
H 2.0131 0.6836 -0.4561
H 1.3097 1.8609 -1.4758
H 0.1309 0.4029 -2.8163
H 1.8757 0.1549 -2.8426
H 1.5434 -1.7630 -1.3900
H 0.6757 -1.9378 -2.7629
*
```

Atomic partial charges in e from the Mulliken method, atoms 1 to 6:
1 C -0.839
2 N -0.276
3 C -0.203
4 C -0.128
5 C -0.943
6 C -0.515

*ii*
An isolated molecule of C5H12N2, computed with the ωB97M-V functional and the def2-TZVPD basis.

Structure (SMILES)   C=CN(C)[C@@H](C)N
Highest occupied orbital energy   -0.2776 Eh
HOMO-LUMO gap   8.541 eV

Structure (ORCA input):
```
! RIJCOSX wB97M-V def2-TZVPD def2/J DEFGRID3
* xyz 0 1
C 2.4846 -0.6698 0.5687
C 1.1450 -0.6073 0.6103
N 0.3245 0.3068 0.0083
C 0.9680 1.3785 -0.7180
C -1.3114 0.0442 -0.3920
C -1.6555 -1.4043 -0.1429
N -1.9757 0.9167 0.4907
H 3.0066 -1.4310 1.1226
H 3.0952 0.0217 0.0142
H 0.6170 -1.3247 1.2276
H 1.6738 1.9150 -0.0755
H 0.2180 2.0948 -1.0586
H 1.5193 1.0099 -1.5934
H -1.4708 0.3422 -1.4334
H -1.0119 -2.0552 -0.7305
H -1.5430 -1.6534 0.9095
H -2.6937 -1.5779 -0.4279
H -1.5012 0.8061 1.4013
H -1.8886 1.8876 0.2189
*
```

Atomic partial charges in e from the Mulliken method, atoms 1 to 6:
1 C -1.021
2 C 0.185
3 N 0.016
4 C -1.241
5 C 0.202
6 C -1.462

*i* is the most stable structure; the next one sits 10.1 kcal/mol above it.

*i*
An isolated molecule of C5H12N2, computed with the ωB97M-V functional and the def2-TZVPD basis.

Structure (SMILES)   CN/C=C/CCN
Highest occupied orbital energy   -0.3257 Eh
HOMO-LUMO gap   9.941 eV

Structure (ORCA input):
```
! RIJCOSX wB97M-V def2-TZVPD def2/J DEFGRID3
* xyz 0 1
C -0.1280 -2.7576 1.7039
N -0.1102 -1.3039 1.7762
C 0.5486 -0.6649 0.6422
C 0.1621 0.5885 0.4225
C 0.7444 1.4705 -0.6380
C -0.0419 1.4920 -1.9569
N -1.4323 1.9536 -1.9006
H 0.9004 -3.1029 1.4525
H -0.7909 -3.0798 0.9068
H -0.5636 -3.2966 2.5828
H 0.4585 -1.0595 2.5805
H 1.4300 -1.2757 0.4212
H -0.9059 0.7220 0.6107
H 0.7999 2.5155 -0.3037
H 1.7414 0.9887 -0.7174
H 0.0147 0.5075 -2.4369
H 0.4901 2.1964 -2.6076
H -1.7784 1.3050 -1.1824
H -1.5389 2.8013 -1.3558
*
```

Atomic partial charges in e from the Mulliken method, atoms 1 to 6:
1 C -0.787
2 N -0.380
3 C -0.351
4 C -0.279
5 C -0.463
6 C -0.591

*ii*
An isolated molecule of C5H12N2, computed with the ωB97M-V functional and the def2-TZVPD basis.

Structure (SMILES)   C[C@@H](N)C/C=C/N
Highest occupied orbital energy   -0.2984 Eh
HOMO-LUMO gap   9.254 eV

Structure (ORCA input):
```
! RIJCOSX wB97M-V def2-TZVPD def2/J DEFGRID3
* xyz 0 1
C -1.3464 -1.2256 -0.8540
C -0.8011 0.1809 -0.7946
N -1.6911 1.0725 -1.5567
C -0.4823 0.7285 0.6291
C 0.5960 -0.0355 1.3485
C 1.8708 0.4207 1.2500
N 2.9067 -0.4810 1.0553
H -0.6078 -1.9145 -0.4633
H -2.3064 -1.2286 -0.3569
H -1.5031 -1.4670 -1.9036
H 0.1963 0.2185 -1.3145
H -2.4284 0.5680 -2.0303
H -2.0885 1.7999 -0.9776
H -1.4869 0.8149 1.1636
H 0.0460 1.6953 0.3536
H 0.4306 -1.1329 1.3393
H 2.1578 1.4632 1.3766
H 2.7038 -1.1467 0.3356
H 3.8343 -0.3306 1.3998
*
```

Atomic partial charges in e from the Mulliken method, atoms 1 to 6:
1 C -1.514
2 C 0.568
3 N -0.609
4 C -0.541
5 C -0.686
6 C -0.135

*iii*
An isolated molecule of C5H12N2, computed with the ωB97M-V functional and the def2-TZVPD basis.

Structure (SMILES)   C[C@H](N)C/C=C\N
Highest occupied orbital energy   -0.2867 Eh
HOMO-LUMO gap   8.833 eV

Structure (ORCA input):
```
! RIJCOSX wB97M-V def2-TZVPD def2/J DEFGRID3
* xyz 0 1
C 0.9322 0.8776 1.6279
C 1.3085 -0.3044 0.7001
N 2.5360 -0.2756 -0.1237
C 0.1848 -0.2018 -0.4249
C -1.2064 -0.4492 0.0279
C -2.2653 0.1398 -0.5733
N -2.3938 0.1560 -1.9742
H 1.5415 0.8345 2.5501
H -0.0805 0.6305 1.9555
H 1.0594 1.8993 1.2868
H 1.1850 -1.2462 1.2618
H 2.4339 -1.0377 -0.7865
H 3.3196 -0.5812 0.4497
H 0.2278 0.8568 -0.6415
H 0.5381 -0.7938 -1.2806
H -1.5781 -1.1819 0.7578
H -3.1609 0.1282 0.0533
H -1.7522 -0.4196 -2.4879
H -2.8295 0.9690 -2.3786
*
```

Atomic partial charges in e from the Mulliken method, atoms 1 to 6:
1 C -1.339
2 C 0.427
3 N -0.721
4 C -0.837
5 C -0.417
6 C -0.232

*ii* is the most stable structure; the next one sits 12.8 kcal/mol above it.

*i*
An isolated molecule of C5H12N2, computed with the ωB97M-V functional and the def2-TZVPD basis.

Structure (SMILES)   CC[C@@]1(C)CNN1
Highest occupied orbital energy   -0.3048 Eh
HOMO-LUMO gap   9.321 eV

Structure (ORCA input):
```
! RIJCOSX wB97M-V def2-TZVPD def2/J DEFGRID3
* xyz 0 1
C -1.6777 0.6956 -1.2031
C -0.5248 -0.2448 -1.1797
C 0.4030 -0.0350 0.1146
C 1.2762 1.1792 0.0967
C -0.1936 -0.4320 1.4416
N 0.4655 -1.6989 1.4807
N 1.3758 -1.3522 0.4356
H -2.1703 0.6859 -2.1412
H -1.4137 1.6632 -1.0135
H -2.4203 0.3696 -0.5160
H 0.1941 0.0698 -2.0604
H -0.8038 -1.2186 -1.3142
H 1.7244 1.1732 -0.9143
H 2.1391 1.1885 0.7413
H 0.7639 2.2340 0.0121
H 0.1224 0.2339 2.3112
H -1.2325 -0.6157 1.5827
H 0.9501 -1.8655 2.3373
H 1.0223 -2.0301 -0.2115
*
```

Atomic partial charges in e from the Mulliken method, atoms 1 to 6:
1 C -1.384
2 C -0.487
3 C 1.162
4 C -1.506
5 C -0.700
6 N -0.409

*ii*
An isolated molecule of C5H12N2, computed with the ωB97M-V functional and the def2-TZVPD basis.

Structure (SMILES)   CCCC/N=C\N
Highest occupied orbital energy   -0.3368 Eh
HOMO-LUMO gap   10.124 eV

Structure (ORCA input):
```
! RIJCOSX wB97M-V def2-TZVPD def2/J DEFGRID3
* xyz 0 1
C -1.9645 -0.0198 -1.6881
C -2.1092 -0.1485 -0.1644
C -0.8496 -0.7291 0.4920
C 0.2917 0.2711 0.5011
N 1.2000 0.1844 1.6203
C 2.4505 0.1842 1.4375
N 3.1991 0.1424 0.2551
H -1.7334 -0.9830 -2.1558
H -1.0931 0.5962 -1.9083
H -2.8503 0.3736 -2.1766
H -3.0054 -0.7290 0.0176
H -2.2146 0.8716 0.2102
H -1.1330 -0.9062 1.5303
H -0.6034 -1.6834 0.0394
H 0.7711 0.1323 -0.4763
H -0.0006 1.3226 0.4259
H 3.0733 0.4228 2.3039
H 3.9179 0.8419 0.2718
H 2.6536 -0.1440 -0.5356
*
```

Atomic partial charges in e from the Mulliken method, atoms 1 to 6:
1 C -1.159
2 C -0.417
3 C -0.699
4 C -0.250
5 N -0.457
6 C 0.041

*iii*
An isolated molecule of C5H12N2, computed with the ωB97M-V functional and the def2-TZVPD basis.

Structure (SMILES)   [H]/N=C\NCCCC
Highest occupied orbital energy   -0.3253 Eh
HOMO-LUMO gap   9.874 eV

Structure (ORCA input):
```
! RIJCOSX wB97M-V def2-TZVPD def2/J DEFGRID3
* xyz 0 1
H 0.5260 -2.6592 1.4957
N 0.5343 -2.8773 0.5036
C 0.9840 -1.9410 -0.2196
N 1.3143 -0.6785 0.2222
C 1.4077 0.5329 -0.5772
C 0.0306 1.0770 -0.9878
C -0.8846 1.3387 0.2148
C -1.7811 0.2226 0.6727
H 1.1399 -2.0613 -1.2846
H 1.0028 -0.5000 1.1380
H 2.0596 0.3196 -1.4257
H 1.8460 1.3536 -0.0092
H 0.2271 2.0066 -1.5297
H -0.5252 0.4053 -1.6517
H -0.2217 1.6960 1.0158
H -1.5576 2.1622 -0.0419
H -2.4731 0.4754 1.4795
H -2.3464 -0.2157 -0.1259
H -1.2827 -0.6568 1.1110
*
```

Atomic partial charges in e from the Mulliken method, atoms 1 to 6:
1 H 0.219
2 N -0.698
3 C 0.102
4 N -0.316
5 C -0.989
6 C -0.360

*iv*
A cluster of 2 separate species, C5H12N2 in total, computed with the ωB97M-V functional and the def2-TZVPD basis.

Structure (SMILES)   [H]/N=C\C.C=C(C)N
Highest occupied orbital energy   -0.2702 Eh
HOMO-LUMO gap   8.055 eV

Structure (ORCA input):
```
! RIJCOSX wB97M-V def2-TZVPD def2/J DEFGRID3
* xyz 0 1
H -3.4014 0.1994 2.1279
N -2.6816 -0.5016 1.9192
C -1.6770 -0.0388 1.3377
C -1.1986 1.2106 0.8015
H -0.9367 -0.9305 0.7269
H -1.9664 1.7978 0.3061
H -0.3786 0.8798 -0.0170
H -0.6052 1.7930 1.5023
C 0.2769 -1.4622 -0.1362
C 0.8020 -0.3135 -0.7137
C 2.1073 0.2696 -0.2299
N 0.4301 0.0117 -2.0415
H -0.2595 -2.1653 -0.7623
H 0.8532 -1.9570 0.6338
H 2.0895 1.3596 -0.3259
H 2.2788 0.0295 0.8185
H 2.9523 -0.1050 -0.8116
H 1.0103 0.7094 -2.4873
H 0.3045 -0.7866 -2.6485
*
```

Atomic partial charges in e from the Mulliken method, atoms 1 to 6:
1 H 0.218
2 N -0.577
3 C 0.101
4 C -0.520
5 H 0.302
6 H 0.308

*iii* is the most stable structure; the next one sits 6.0 kcal/mol above it.

*i*
The ion C2H7N3 with charge +1, computed with the ωB97M-V functional and the def2-TZVPD basis.

<S²>   0.78
Highest occupied orbital energy (spin up / spin down)   -0.5761 / -0.5495 Eh
HOMO-LUMO gap (spin up / spin down)   12.247 / 6.389 eV

Structure (ORCA input):
```
! RIJCOSX wB97M-V def2-TZVPD def2/J DEFGRID3
* xyz 1 2
C 1.6197 -0.3388 0.9968
N 0.8731 -0.1536 -0.2175
C -0.5029 0.0349 -0.1658
N -1.0364 0.4662 -1.4063
N -1.1086 -0.0300 0.9176
H 1.0235 -1.0504 1.5306
H 2.6313 -0.8368 0.5844
H 1.8043 0.4693 1.5390
H 1.3892 0.2673 -1.0433
H -0.5833 0.2238 -2.3238
H -2.0731 0.6528 -1.3838
H -1.9889 0.1182 1.0541
*
```

Atomic partial charges in e from the Mulliken method, atoms 1 to 6:
1 C -0.750
2 N -0.130
3 C 0.638
4 N -0.448
5 N -0.352
6 H 0.337

*ii*
A cluster of 2 separate species, C2H7N3 in total, computed with the ωB97M-V functional and the def2-TZVPD basis.

<S²>   0.76
Highest occupied orbital energy (spin up / spin down)   -0.4122 / -0.4122 Eh
HOMO-LUMO gap (spin up / spin down)   3.777 / 1.801 eV

Structure (ORCA input):
```
! RIJCOSX wB97M-V def2-TZVPD def2/J DEFGRID3
* xyz 1 2
C -2.6126 -1.0546 -3.9436
N -3.7696 -0.6391 -4.2357
H -2.2715 -1.2020 -2.9076
H -1.9413 -1.2487 -4.7922
H -4.3632 -1.2174 -4.8629
N 1.5973 0.1537 3.4077
C 2.3695 0.7866 2.4411
N 2.6492 2.0147 2.3756
H 1.6560 0.5840 4.3199
H 1.7076 -0.8449 3.3982
H 2.8316 0.1199 1.7164
H 2.1469 2.5478 3.0830
*
```

Atomic partial charges in e from the Mulliken method, atoms 1 to 6:
1 C 0.015
2 N -0.040
3 H 0.317
4 H 0.319
5 H 0.389
6 N -0.520

*i* is the most stable structure; the next one sits 45.1 kcal/mol above it.

*i*
An isolated molecule of C2HNO, computed with the ωB97M-V functional and the def2-TZVPD basis.

Structure (SMILES)   N#CC=O
Highest occupied orbital energy   -0.4314 Eh
HOMO-LUMO gap   10.877 eV

Structure (ORCA input):
```
! RIJCOSX wB97M-V def2-TZVPD def2/J DEFGRID3
* xyz 0 1
N -1.6116 -0.7243 1.0007
C -0.7000 -0.3122 0.4209
C 0.4839 0.2126 -0.2889
O 0.4623 0.4712 -1.4621
H 1.3747 0.3441 0.3457
*
```

Population analysis type Mulliken, resulting atomic charges in e:
1 N -0.264
2 C 0.236
3 C 0.105
4 O -0.369
5 H 0.292

*ii*
A cluster of 2 separate species, C2HNO in total, computed with the ωB97M-V functional and the def2-TZVPD basis.

Highest occupied orbital energy   -0.4684 Eh
HOMO-LUMO gap   13.650 eV

Structure (ORCA input):
```
! RIJCOSX wB97M-V def2-TZVPD def2/J DEFGRID3
* xyz 0 1
C -0.5004 -1.5565 0.0111
C 0.7098 1.8536 0.0377
N -1.1151 -2.5150 -0.0092
O 0.8300 2.9475 -0.0063
H 0.0757 -0.7295 -0.0334
*
```

Population analysis type Mulliken, resulting atomic charges in e:
1 C 0.135
2 C 0.022
3 N -0.297
4 O -0.053
5 H 0.193

*ii* is the most stable structure; the next one sits 4.1 kcal/mol above it.

*i*
An isolated molecule of C2HNO, computed with the ωB97M-V functional and the def2-TZVPD basis.

Structure (SMILES)   N#CC=O
Highest occupied orbital energy   -0.4255 Eh
HOMO-LUMO gap   10.638 eV

Structure (ORCA input):
```
! RIJCOSX wB97M-V def2-TZVPD def2/J DEFGRID3
* xyz 0 1
N 0.9244 1.4206 -1.0441
C 0.2348 0.6866 -0.4433
C -0.3202 -0.3739 0.2856
O -0.0073 -0.5153 1.4344
H -0.8317 -1.2179 -0.2326
*
```

Population analysis type Mulliken, resulting atomic charges in e:
1 N -0.297
2 C 0.357
3 C 0.008
4 O -0.353
5 H 0.285

*ii*
A cluster of 2 separate species, C2HNO in total, computed with the ωB97M-V functional and the def2-TZVPD basis.

Highest occupied orbital energy (spin up / spin down)   -0.3941 / -0.3942 Eh
HOMO-LUMO gap (spin up / spin down)   9.296 / 9.297 eV

Structure (ORCA input):
```
! RIJCOSX wB97M-V def2-TZVPD def2/J DEFGRID3
* xyz 0 1
C -1.2378 0.5234 2.0628
C 0.5024 0.3518 0.5100
N -2.1542 0.2601 2.6675
O 1.4872 0.8790 0.6758
H -0.0778 -0.4992 0.0966
*
```

Population analysis type Mulliken, resulting atomic charges in e:
1 C -0.195
2 C 0.317
3 N -0.331
4 O -0.144
5 H 0.354

*iii*
An isolated molecule of C2HNO, computed with the ωB97M-V functional and the def2-TZVPD basis.

Structure (SMILES)   N#CC=O
Highest occupied orbital energy   -0.4374 Eh
HOMO-LUMO gap   11.080 eV

Structure (ORCA input):
```
! RIJCOSX wB97M-V def2-TZVPD def2/J DEFGRID3
* xyz 0 1
N 1.9530 0.1887 0.7704
C 0.8782 0.0456 0.3331
C -0.6671 -0.1055 -0.2750
O -1.2291 -1.0554 -0.7312
H -0.9349 0.9266 -0.0973
*
```

Population analysis type Mulliken, resulting atomic charges in e:
1 N -0.311
2 C 0.129
3 C 0.261
4 O -0.362
5 H 0.283

*i* is the most stable structure; the next one sits 8.6 kcal/mol above it.